17
Properties=species:S:1:pos:R:3:lowdin_charge:R:1 method="wB97M-V/def2-TZVPD" homo_ev=-9.3 e_above_lowest_kcal_mol=34.1 homo_lumo_gap_ev=10.464 energy_ev=-8429.760 spin_multiplicity=1
C -0.21304 0.31460 -2.07470 -0.033
C -0.08102 1.02338 -0.72657 -0.300
O -1.32105 0.82661 0.00406 -0.071
C -0.64885 0.42127 1.20005 -0.268
C -0.44306 -1.10533 1.34524 -0.099
C 0.95355 -0.95634 0.68135 -0.127
C 0.72908 0.56030 0.52292 -0.163
H -0.08528 -0.77139 -2.02826 0.070
H -1.25260 0.50520 -2.36702 0.084
H 0.41979 0.71009 -2.87873 0.077
H 0.09147 2.09266 -0.93300 0.137
H -1.00518 0.96623 2.08267 0.144
H -1.18401 -1.70710 0.81127 0.111
H -0.39235 -1.46507 2.38069 0.105
H 1.77245 -1.20116 1.36342 0.104
H 1.10686 -1.49749 -0.25514 0.095
H 1.48642 1.25558 0.89199 0.134

---

11
Properties=species:S:1:pos:R:3:lowdin_charge:R:1 method="wB97M-V/def2-TZVPD" homo_ev=-8.6 e_above_lowest_kcal_mol=95.3 homo_lumo_gap_ev=8.601 energy_ev=-8885.013 spin_multiplicity=1
C 1.59472 1.16237 -0.07325 0.037
C 1.36818 -0.22040 0.04033 -0.476
F 2.27415 -1.06485 -0.30917 0.079
C 0.02454 -0.72908 0.15971 -0.087
N -0.93092 0.20408 -0.24579 -0.066
N -2.28793 -0.23175 -0.36729 -0.022
H 2.57060 1.77274 -0.61158 0.130
H 0.65245 1.74117 0.55266 0.117
H -0.28157 -1.80086 0.39434 0.124
H -2.70868 0.41046 0.22581 0.024
H -2.27555 -1.24387 0.23424 0.141

---

38
Properties=species:S:1:pos:R:3:lowdin_charge:R:1 method="wB97M-V/def2-TZVPD" homo_ev=-6.4 e_above_lowest_kcal_mol=71.9 homo_lumo_gap_ev=8.921 energy_ev=-27024.256 spin_multiplicity=1 charge=-1
O -2.22488 -2.79413 -0.63664 -0.071
H -2.54286 -1.97465 -1.04182 0.013
H -1.40659 -0.31959 2.94831 -0.024
O 3.22550 0.97048 2.15422 -0.062
H 2.48900 1.53018 1.91274 0.021
H 3.28605 0.13819 1.68597 -0.003
O 0.80225 -2.94886 -3.28878 -0.061
H 0.90555 -2.01300 -3.09361 0.010
O -0.30247 0.69156 1.50569 -0.088
H -0.87551 0.26128 0.86304 0.022
H 0.50793 0.84912 0.97284 0.051
O -2.15251 -0.83270 2.67550 -0.029
H 3.62918 0.32854 -0.54343 0.005
H -2.64625 -1.31595 3.33560 0.047
O -1.64188 -0.23046 -1.09613 -0.189
H -0.56297 -0.40826 -1.16495 0.029
H -1.90619 -0.61773 -0.25996 -0.011
O 1.95248 -1.29824 1.78083 -0.071
H 1.54912 -1.50707 2.62831 0.051
H -0.08373 -3.20776 -3.01426 0.027
O 0.81864 -0.06919 -0.86930 -0.334
H 1.30599 -0.82429 -0.53184 -0.060
H 4.18977 1.61447 -1.12854 0.031
O 3.69903 0.82336 -1.36416 -0.054
H -1.71431 -2.66326 0.16085 0.019
H 1.16738 -1.04751 1.23095 0.026
O -4.47101 1.73196 0.00875 -0.046
H -3.86555 1.59133 -0.71650 0.000
H -4.26083 1.14534 0.73646 0.027
O 1.59765 0.90727 -4.04804 -0.080
H 1.53153 0.26462 -3.32514 -0.004
H 1.45128 1.72764 -3.55894 0.031
O 0.11987 0.83438 3.94616 -0.103
H -0.12304 0.43454 3.05485 -0.028
H 0.84047 1.44278 3.78596 0.018
O -1.55586 2.29232 -1.24818 -0.096
H -2.14562 1.50139 -1.26556 -0.007
H -0.77757 1.90551 -0.84145 -0.008